# 1
# C44H63BN8OTeTl

A structure of composition C44H63BN8OTeTl at a distorted geometry (ωB97M-V/def2-TZVPD, the Open Molecules 2025 dataset).

Structure (XYZ):
```
119
Properties=species:S:1:pos:R:3:forces:R:3
Tl 1.628 -0.300 -1.738 0.3 -0.8 0.0
C 0.214 -1.580 -6.187 0.0 0.0 0.0
C 0.681 -1.993 -4.792 0.0 0.0 0.0
C 1.413 -3.339 -4.830 0.0 0.0 0.0
C -0.467 -2.050 -3.828 0.0 -0.1 0.0
C -1.651 -2.788 -3.940 0.0 0.0 -0.1
C -2.352 -2.540 -2.779 0.0 0.0 0.0
C -3.649 -3.190 -2.386 0.0 0.0 0.0
C -4.692 -3.063 -3.502 0.0 0.0 0.1
C -3.406 -4.668 -2.060 0.0 0.0 0.0
N -1.611 -1.681 -2.027 -0.1 -0.1 0.2
N -0.447 -1.402 -2.672 -0.1 0.1 -0.2
B -1.850 -1.154 -0.596 0.0 0.1 0.0
N -1.735 0.484 -0.603 -0.5 -0.1 -0.1
N -0.533 1.082 -1.097 -0.5 0.0 0.3
C -0.877 2.240 -1.657 -0.2 0.2 -0.1
C -2.257 2.412 -1.580 0.1 0.0 0.0
C -2.776 1.330 -0.902 0.3 0.0 -0.2
C -4.268 1.212 -0.676 0.1 -0.2 0.1
C -4.925 0.423 -1.808 0.0 0.0 -0.1
C -4.713 0.718 0.695 0.1 0.0 0.0
C 0.099 3.252 -2.182 0.1 0.0 -0.1
C -0.397 3.807 -3.522 0.1 0.0 0.0
C 1.523 2.721 -2.303 -0.2 0.2 0.1
N -0.854 -1.743 0.423 -0.1 -0.3 -0.3
N 0.488 -1.499 0.270 0.1 -0.2 0.0
C 1.105 -2.064 1.301 0.1 -0.2 0.0
C 0.170 -2.722 2.104 0.1 0.1 0.1
C -1.061 -2.520 1.522 0.0 0.0 0.1
C -2.290 -3.199 2.110 0.0 -0.1 -0.2
C -3.683 -2.783 1.660 0.0 0.0 0.0
C -2.130 -4.722 1.950 0.0 0.1 0.0
C 2.567 -1.990 1.668 0.1 0.0 0.0
C 2.726 -1.065 2.883 -0.2 -0.1 -0.3
C 3.535 -1.560 0.575 -0.1 0.0 -0.1
H 1.056 -1.559 -6.880 0.0 0.0 0.0
H -0.247 -0.591 -6.175 0.0 0.0 0.0
H -0.521 -2.290 -6.573 0.0 0.0 0.0
H 1.384 -1.236 -4.431 0.0 0.0 0.0
H 0.738 -4.131 -5.161 0.0 0.0 0.0
H 1.789 -3.611 -3.841 0.0 0.0 0.0
H 2.255 -3.299 -5.522 0.0 0.0 0.0
H -1.954 -3.424 -4.756 0.0 0.0 0.0
H -4.029 -2.710 -1.486 0.0 0.1 0.0
H -4.386 -3.642 -4.375 0.0 0.0 0.0
H -4.826 -2.028 -3.815 0.0 0.0 0.0
H -5.655 -3.450 -3.164 0.0 0.0 0.0
H -3.055 -5.198 -2.947 0.0 0.0 0.0
H -4.327 -5.144 -1.716 0.0 0.0 0.0
H -2.648 -4.778 -1.284 0.0 0.0 0.0
H -2.963 -1.384 -0.258 0.1 0.1 -0.1
H -2.829 3.252 -1.943 0.0 0.0 0.0
H -4.611 2.244 -0.773 0.0 0.0 0.0
H -4.767 -0.642 -1.678 0.0 -0.2 0.0
H -4.523 0.715 -2.781 0.0 0.0 0.0
H -6.000 0.612 -1.810 0.0 0.0 0.0
H -4.191 -0.192 0.974 -0.1 0.1 -0.1
H -5.783 0.504 0.675 0.0 0.0 0.0
H -4.528 1.464 1.466 0.0 0.0 0.0
H 0.102 4.070 -1.453 0.0 0.0 0.0
H -0.550 2.997 -4.238 0.0 0.0 0.0
H 0.348 4.489 -3.933 0.0 0.0 0.0
H -1.332 4.357 -3.424 0.0 0.0 0.0
H 1.567 1.926 -3.051 0.0 0.2 -0.1
H 1.891 2.334 -1.349 0.0 0.1 0.0
H 2.190 3.518 -2.631 0.0 0.0 0.0
H 0.368 -3.283 3.004 0.0 0.0 0.0
H -2.227 -2.985 3.181 0.0 0.0 0.1
H -3.887 -3.090 0.632 0.0 0.0 0.1
H -3.836 -1.711 1.750 0.0 -0.1 0.0
H -4.415 -3.276 2.302 0.0 0.0 0.0
H -2.023 -4.985 0.897 0.0 0.0 0.0
H -3.009 -5.236 2.344 0.0 0.0 0.0
H -1.252 -5.092 2.476 0.0 0.0 0.0
H 2.840 -3.003 1.973 0.0 -0.1 0.0
H 2.426 -0.048 2.611 0.2 -1.2 -0.1
H 3.767 -1.039 3.211 0.0 0.0 0.0
H 2.109 -1.392 3.721 0.0 0.0 0.0
H 3.418 -0.497 0.348 0.0 -0.2 0.0
H 3.413 -2.152 -0.335 0.0 0.0 0.0
H 4.560 -1.703 0.918 0.0 0.0 0.0
C 5.288 4.192 3.791 -0.1 0.0 0.0
N 4.479 3.041 3.409 0.3 -0.1 0.0
N 4.210 2.771 2.076 -0.2 0.2 0.0
C 3.072 1.973 1.995 0.1 0.3 0.0
O 2.632 1.510 0.934 0.1 0.1 -0.1
C 2.627 1.815 3.348 -0.1 0.7 0.3
C 3.489 2.503 4.155 -0.1 -0.1 0.0
C 3.461 2.705 5.629 0.0 0.0 0.0
C 5.234 2.837 1.094 0.0 -0.1 0.0
C 6.552 2.549 1.426 0.0 -0.1 0.0
C 7.530 2.592 0.443 0.0 0.0 0.0
C 7.193 2.899 -0.867 0.0 0.0 0.0
C 5.873 3.180 -1.189 0.0 0.0 0.0
C 4.890 3.161 -0.212 0.0 0.1 0.0
H 5.685 4.658 2.896 0.0 0.0 0.0
H 6.121 3.886 4.423 0.0 0.0 0.0
H 4.683 4.923 4.325 0.0 0.0 0.0
H 1.801 1.197 3.667 0.1 0.4 0.1
H 2.758 2.008 6.080 0.0 0.0 0.0
H 3.146 3.718 5.886 0.0 0.0 0.0
H 4.447 2.539 6.063 0.0 0.0 0.0
H 6.813 2.273 2.440 0.0 0.0 0.0
H 8.557 2.374 0.705 0.0 0.0 0.0
H 7.957 2.916 -1.634 0.0 0.0 0.0
H 5.605 3.430 -2.208 0.0 0.0 0.0
H 3.862 3.396 -0.449 0.0 0.0 0.0
Te -0.188 1.262 1.245 -0.2 0.6 0.8
C -1.838 1.343 2.563 0.1 0.0 -0.3
C -2.283 0.197 3.224 0.0 -0.1 0.0
C -3.299 0.288 4.162 0.0 0.0 0.0
C -3.865 1.524 4.453 0.0 0.0 0.0
C -3.416 2.672 3.811 0.0 0.0 0.0
C -2.405 2.582 2.864 -0.1 0.0 0.0
H -1.826 -0.761 3.003 0.0 0.1 0.0
H -3.649 -0.602 4.672 0.0 0.0 0.0
H -4.655 1.595 5.191 0.0 0.0 0.0
H -3.857 3.633 4.044 0.0 0.0 0.0
H -2.054 3.472 2.356 0.0 0.0 0.0
```
Forces are in eV/Å.

Properties
- energy relative to the best compared isomer or geometry (same formula, charge and spin) (kJ/mol) = 171.2
- orbital gap (hartree) = 0.2463
- total charge = +1
- LUMO level (eV) = -3.6
- largest force on an atom (eV Å⁻¹) = 1.26



# 2
# C4H10N2O

An isolated molecule of C4H10N2O at a distorted geometry (ωB97M-V/def2-TZVPD, the Open Molecules 2025 dataset).

Structure (XYZ):
```
17
Properties=species:S:1:pos:R:3:forces:R:3
H 0.590 -2.365 0.187 0.1 0.2 -0.1
N -0.060 -1.849 0.767 0.1 -0.6 0.2
C -0.143 -0.605 0.571 -0.1 2.0 -2.1
C -1.190 0.168 1.309 -0.9 -1.2 2.2
O -1.873 -0.719 2.224 0.2 0.7 -0.5
N 0.471 0.193 -0.413 0.7 -1.5 0.4
C 1.170 -0.467 -1.497 0.2 -0.1 0.1
C 0.313 1.621 -0.557 -0.4 0.0 0.2
H -0.726 0.943 1.934 -0.2 0.1 -0.3
H -1.947 0.604 0.645 0.4 0.1 -0.1
H -1.594 -1.621 1.984 0.2 0.2 0.0
H 1.729 -1.332 -1.139 -0.1 0.0 0.0
H 1.915 0.204 -1.924 -0.1 0.1 0.0
H 0.489 -0.787 -2.294 0.0 0.0 0.0
H 0.193 2.100 0.412 -0.1 0.0 -0.1
H -0.545 1.867 -1.194 0.0 0.1 0.1
H 1.207 2.045 -1.014 0.0 -0.1 0.0
```
Forces are in eV/Å.

Properties
- energy relative to the best compared isomer or geometry (same formula, charge and spin) (kJ/mol) = 177.4
- orbital gap (hartree) = 0.3544
- total charge = 0
- LUMO level (eV) = 0.7
- largest force on an atom (eV Å⁻¹) = 2.89



# 3
# C23H68NO23S

A cluster of 11 separate species, C23H68NO23S in total at a distorted geometry (ωB97M-V/def2-TZVPD, the Open Molecules 2025 dataset).

Structure (XYZ):
```
116
Properties=species:S:1:pos:R:3:forces:R:3
C 3.189 1.543 -5.533 -1.0 -0.4 -5.1
N 2.709 1.528 -4.149 0.5 -0.8 -0.3
C 3.447 0.544 -3.319 2.7 -2.8 -5.1
C 3.121 2.833 -3.561 -13.8 2.0 -1.1
C 1.227 1.240 -4.281 -0.4 1.5 3.5
C 0.486 1.268 -2.928 -2.1 3.8 -0.3
O -0.639 0.503 -3.092 -0.6 -1.4 1.0
H 3.093 0.597 -6.262 -0.4 1.4 2.6
H 4.200 1.785 -5.716 1.5 0.3 1.0
H 2.678 2.352 -6.204 0.3 -1.3 1.8
H 3.216 0.525 -2.361 -1.8 0.2 4.4
H 4.520 0.836 -3.369 -0.6 -0.3 -0.1
H 3.354 -0.543 -3.731 -0.1 2.1 0.6
H 2.973 3.073 -2.529 -1.4 -1.1 1.1
H 2.513 3.765 -4.098 1.6 -2.6 1.1
H 3.988 3.036 -3.557 12.2 1.7 -1.5
H 0.832 0.442 -4.869 1.0 -1.3 -0.3
H 0.852 2.084 -4.715 -0.7 2.4 -1.8
H 0.012 2.405 -2.474 2.0 -2.5 -1.8
H 1.036 0.921 -2.136 1.8 -0.9 1.9
H -0.750 0.154 -2.157 -0.8 0.0 -1.0
S -0.536 0.259 0.568 1.8 -2.0 2.3
O -0.880 -0.535 1.799 0.3 0.3 -1.7
O -1.302 -0.117 -0.579 -0.5 -1.0 -1.4
O -0.762 1.620 0.947 0.2 1.7 0.2
O 0.903 0.019 0.249 -0.5 0.8 0.3
C -2.590 -2.163 -4.361 1.2 -3.9 -1.6
C -2.450 -2.847 -2.995 -0.1 -0.5 -3.3
O -3.665 -3.375 -2.764 -3.2 2.3 -2.4
O -1.279 -1.743 -4.681 -1.1 -7.7 -4.9
H -3.378 -1.408 -4.377 0.2 0.1 -0.1
H -2.764 -3.043 -5.203 -0.3 2.3 2.2
H -2.073 -2.146 -2.330 0.4 1.5 1.7
H -1.808 -3.708 -3.034 1.4 0.0 -0.4
H -3.584 -3.893 -2.050 -0.2 -3.3 4.2
H -1.191 -0.995 -4.316 1.6 9.2 4.5
C -2.304 -3.477 0.358 5.4 -1.5 0.4
C -2.326 -5.080 0.257 3.5 2.9 -4.8
O -3.231 -5.532 -0.742 -1.3 1.1 -0.2
O -1.753 -3.043 1.616 0.1 -1.8 0.1
H -3.242 -3.285 0.378 -6.4 2.1 -0.5
H -1.755 -3.072 -0.484 -0.2 0.3 -0.1
H -2.655 -5.223 1.194 -0.2 -2.1 3.6
H -1.332 -5.278 -0.302 -0.8 -0.5 2.6
H -3.263 -6.484 -0.793 0.2 -0.2 0.2
H -1.544 -2.101 1.808 -0.5 -0.8 -1.6
C 0.994 2.221 3.834 -0.1 1.5 -2.6
C 1.410 2.838 5.163 3.3 2.1 -1.3
O 2.273 2.007 5.915 0.9 -2.5 1.2
O 0.441 3.217 2.884 1.0 1.0 2.4
H 0.207 1.495 3.810 0.0 -1.0 1.0
H 1.854 1.891 3.185 -0.2 -0.5 1.7
H 0.724 3.417 5.814 -0.3 -1.4 -0.3
H 2.165 3.684 4.964 -1.4 -0.5 -0.8
H 2.958 1.397 5.477 -2.2 1.8 0.1
H 0.076 2.650 2.232 -0.8 -0.5 -1.1
C -2.975 -0.406 4.433 -2.5 0.5 3.8
C -1.685 -0.763 5.034 0.3 -3.7 1.0
O -0.936 -1.633 4.195 0.4 1.1 -3.2
O -2.803 0.394 3.321 0.4 -0.3 -1.0
H -3.358 0.255 5.386 0.1 -0.9 -2.5
H -3.764 -1.275 4.420 1.6 1.4 -0.8
H -1.878 -1.449 5.984 0.4 1.8 -1.5
H -1.182 0.150 5.288 0.7 0.5 0.3
H -0.943 -1.293 3.151 0.5 -0.9 4.5
H -2.074 0.071 2.680 -1.2 0.3 1.2
C -4.349 0.689 -0.244 5.3 -1.6 1.6
C -4.780 -0.200 0.862 1.5 -1.8 1.7
O -5.014 0.610 2.017 0.1 -0.6 0.3
O -3.700 0.132 -1.363 -0.3 -0.6 -1.1
H -3.524 1.161 0.317 -0.4 0.9 -0.2
H -5.026 1.396 -0.413 -3.0 2.9 -1.5
H -3.791 -0.815 1.105 -2.3 0.3 -0.6
H -5.679 -0.814 0.636 0.6 0.0 0.2
H -4.209 0.504 2.641 -1.2 0.5 -1.3
H -2.717 0.036 -1.195 -2.0 0.3 0.2
C 3.660 -2.758 2.997 3.4 -1.2 -0.6
C 2.439 -2.319 2.351 -3.7 -1.6 2.4
O 2.458 -1.016 2.088 2.9 3.5 2.0
O 3.465 -4.116 3.285 -4.6 1.5 0.7
H 3.860 -2.201 3.941 -0.3 0.0 -0.7
H 4.606 -2.679 2.336 -1.3 0.3 0.7
H 1.632 -2.453 3.152 0.7 -0.5 -0.6
H 1.943 -2.756 1.475 1.2 -1.5 0.1
H 1.924 -1.040 1.370 -2.5 1.8 -3.3
H 4.197 -4.610 3.260 4.4 -2.5 -0.2
C 2.845 2.810 0.392 0.9 3.9 4.2
C 4.108 3.692 0.131 2.8 -4.1 0.6
O 3.963 4.782 -0.649 0.6 3.4 -0.7
O 3.133 1.515 0.262 4.4 0.3 -1.5
H 1.909 3.128 0.007 -0.8 0.5 -1.2
H 2.726 3.179 1.543 -0.4 -1.4 -2.0
H 5.018 2.978 -0.296 -2.2 1.1 0.6
H 4.514 3.897 1.137 -0.1 0.5 -0.4
H 4.591 5.500 -0.325 -1.4 -1.4 -0.7
H 2.405 1.013 0.414 -3.6 -2.6 0.9
C 1.114 -2.725 -1.463 1.1 1.8 3.7
C 1.498 -3.633 -2.622 1.3 0.8 1.3
O 0.843 -4.847 -2.349 1.1 -3.4 -3.2
O 2.086 -1.625 -1.312 -1.1 2.2 0.2
H 1.263 -3.134 -0.389 -0.4 -1.1 -2.1
H 0.065 -2.372 -1.341 0.5 -0.1 -1.1
H 2.666 -3.563 -2.730 -1.8 -0.9 0.6
H 1.129 -3.376 -3.571 -0.6 1.5 -1.2
H 0.962 -5.428 -3.250 -0.6 2.0 3.5
H 1.712 -0.801 -0.632 0.3 -3.3 -2.4
C -2.704 4.222 1.818 -0.4 2.3 -2.1
C -2.409 4.241 0.219 1.3 2.0 2.9
O -1.071 3.956 0.017 2.8 -1.1 -0.2
O -2.770 2.925 2.318 1.0 -1.1 -2.0
H -3.673 4.899 1.984 1.8 -1.7 0.2
H -1.781 4.695 2.229 -0.8 0.3 0.0
H -2.426 5.234 -0.265 -1.1 -0.1 0.6
H -2.980 3.557 -0.284 -2.1 -1.7 -1.2
H -0.743 3.077 0.377 -1.1 1.5 -0.8
H -2.139 2.397 1.675 -1.9 1.1 2.2
```
Forces are in eV/Å.

Properties
- energy relative to the best compared isomer or geometry (same formula, charge and spin) (kJ/mol) = 102.8
- orbital gap (hartree) = 0.2595
- total charge = -1
- LUMO level (eV) = 1.2
- largest force on an atom (eV Å⁻¹) = 14.03



# 4
# C20H29N3O3S

An isolated molecule of C20H29N3O3S at a distorted geometry (ωB97M-V/def2-TZVPD, the Open Molecules 2025 dataset).

Structure (XYZ):
```
56
Properties=species:S:1:pos:R:3:forces:R:3
C -0.404 -3.875 1.071 0.0 0.0 -0.1
C -0.551 -3.188 -0.289 0.0 -0.2 0.2
C -1.673 -2.200 -0.258 0.0 -0.2 -0.1
C -2.973 -2.607 -0.557 0.1 0.1 0.0
C -4.036 -1.728 -0.509 0.1 0.3 0.1
C -3.832 -0.392 -0.160 0.6 -0.1 0.1
C -4.934 0.548 -0.114 -1.3 0.1 -0.1
C -6.287 0.398 -0.296 0.9 0.1 0.1
C -6.808 1.704 -0.117 0.6 -0.1 0.0
C -8.223 2.140 -0.198 0.0 0.1 0.0
N -5.837 2.540 0.144 -1.1 0.9 0.0
O -4.680 1.844 0.150 0.7 -0.8 -0.1
C -2.536 0.025 0.142 -0.3 0.2 0.0
C -1.488 -0.869 0.096 0.4 0.2 0.1
S 0.131 -0.211 0.509 -0.1 0.3 -0.7
O -0.016 1.192 0.779 -0.2 0.0 -0.2
O 0.774 -1.018 1.502 0.1 -0.3 -0.1
N 0.948 -0.432 -0.957 -0.7 0.1 0.7
C 2.389 -0.572 -0.837 0.5 0.1 0.3
C 3.065 0.726 -0.382 0.0 -0.2 0.0
N 4.488 0.542 -0.180 -0.1 0.1 0.0
C 5.242 0.639 -1.416 0.2 -0.3 -0.1
C 6.692 0.225 -1.184 -0.1 0.4 -0.1
C 7.341 1.116 -0.128 0.1 -0.4 0.1
C 8.776 0.687 0.158 -0.2 0.2 -0.1
C 6.479 1.057 1.132 -0.1 0.4 -0.2
C 5.038 1.444 0.816 0.1 -0.1 0.3
H -1.345 -4.327 1.377 -0.1 -0.1 0.1
H 0.355 -4.651 1.015 0.1 -0.1 0.1
H -0.100 -3.145 1.815 0.0 -0.1 0.1
H -0.757 -3.940 -1.055 0.0 0.1 -0.1
H 0.379 -2.678 -0.535 0.0 -0.2 -0.1
H -3.147 -3.636 -0.834 0.0 -0.1 0.0
H -5.030 -2.075 -0.748 -0.1 0.0 0.0
H -6.837 -0.492 -0.517 -0.1 -0.2 0.0
H -8.627 1.920 -1.185 -0.1 0.0 0.0
H -8.285 3.207 -0.012 -0.1 0.1 0.0
H -8.821 1.608 0.540 -0.1 0.0 0.0
H -2.335 1.048 0.421 0.0 0.1 0.0
H 0.698 0.338 -1.564 -0.2 0.1 -0.1
H 2.568 -1.344 -0.088 0.2 0.0 -0.1
H 2.775 -0.911 -1.801 -0.1 0.0 0.1
H 2.849 1.528 -1.113 0.0 0.0 0.1
H 2.603 1.010 0.566 0.1 0.1 -0.1
H 4.788 -0.023 -2.156 0.0 0.1 0.0
H 5.214 1.671 -1.820 -0.1 -0.1 0.0
H 7.242 0.285 -2.125 0.0 0.0 0.0
H 6.709 -0.810 -0.840 0.0 -0.1 0.0
H 7.350 2.149 -0.498 0.0 0.0 0.0
H 9.226 1.333 0.908 0.1 0.0 0.1
H 8.798 -0.336 0.529 0.0 -0.1 0.1
H 9.378 0.737 -0.746 0.1 0.0 -0.1
H 6.490 0.040 1.527 0.0 -0.1 0.1
H 6.875 1.728 1.896 0.0 0.0 0.1
H 4.430 1.364 1.720 0.0 0.1 0.0
H 5.006 2.495 0.471 0.0 0.0 0.0
```
Forces are in eV/Å.

Properties
- energy relative to the best compared isomer or geometry (same formula, charge and spin) (kJ/mol) = 232.0
- orbital gap (hartree) = 0.3252
- total charge = 0
- LUMO level (eV) = 0.2
- largest force on an atom (eV Å⁻¹) = 1.36



# 5
# C2H9N3O2P

A cluster of 2 separate species, C2H9N3O2P in total at a distorted geometry (ωB97M-V/def2-TZVPD, the Open Molecules 2025 dataset).

Structure (XYZ):
```
17
Properties=species:S:1:pos:R:3:forces:R:3
C -0.133 1.456 -0.010 -0.8 0.0 -0.2
C -1.808 -0.355 -0.336 3.4 -0.5 3.8
N 3.327 -1.388 -0.190 0.4 0.6 -0.2
N 0.482 -0.839 0.117 2.8 0.5 0.5
N -0.418 0.126 -0.479 0.7 -1.1 1.2
O 2.863 0.915 -1.282 -0.5 -0.4 0.9
O 3.107 0.784 1.319 -0.6 -0.7 0.0
P 2.756 0.171 0.013 -0.7 0.9 -2.4
H 0.026 2.184 -0.760 -0.1 0.7 -1.2
H -0.775 1.876 0.716 -2.0 0.3 0.8
H 0.716 1.516 0.583 2.1 -0.5 0.7
H -2.136 -0.186 0.742 -0.2 0.2 -1.0
H -2.309 0.171 -1.041 -2.5 1.1 -2.0
H -1.712 -1.433 -0.379 -0.5 -0.1 -0.8
H 3.138 -1.705 -1.178 -0.4 0.2 2.0
H 2.738 -1.689 0.583 0.0 -2.0 -0.6
H 0.571 -0.861 1.197 -1.2 0.9 -1.4
```
Forces are in eV/Å.

Properties
- energy relative to the best compared isomer or geometry (same formula, charge and spin) (kJ/mol) = 196.2
- orbital gap (hartree) = 0.2862
- total charge = -1
- LUMO level (eV) = 4.0
- largest force on an atom (eV Å⁻¹) = 5.10



# 6
# C7H8FO6

The ion C7H8FO6 with charge -1 at a distorted geometry (ωB97M-V/def2-TZVPD, the Open Molecules 2025 dataset).

Structure (XYZ):
```
22
Properties=species:S:1:pos:R:3:forces:R:3
O -0.593 -2.655 0.889 -0.1 -1.2 0.3
C -0.418 -1.492 0.686 -2.1 1.1 -0.2
C -1.559 -0.682 0.021 -1.1 0.8 0.2
O -2.878 -0.855 0.738 2.3 2.9 -1.6
C -1.221 0.838 0.028 -1.0 -0.6 1.3
O -2.246 1.753 -0.548 4.2 -1.4 -1.5
C 0.160 1.108 -0.456 1.5 1.3 -1.4
C 1.273 -0.031 -0.267 -1.1 1.4 -2.1
O 1.213 -0.811 -1.460 -0.4 -1.3 0.0
C 2.679 0.598 -0.384 2.1 3.0 -0.2
O 3.284 1.106 0.581 -1.1 -1.1 0.5
O 3.092 0.772 -1.587 -1.0 -1.3 0.5
C 0.855 -0.801 0.985 2.4 -1.0 -0.9
F 0.871 -0.084 2.146 -0.9 1.2 0.3
H -1.586 -1.087 -1.007 -0.4 0.2 0.3
H -2.978 -1.748 0.926 -0.1 -2.7 0.5
H -1.046 1.059 1.057 -1.2 0.3 1.3
H -2.962 1.739 0.015 -2.4 -0.3 2.0
H -0.045 1.271 -1.530 1.2 0.1 0.1
H 0.610 2.023 0.026 -0.9 -0.6 -0.6
H 1.956 -0.441 -2.067 -0.8 0.1 1.5
H 1.540 -1.581 1.209 0.9 -1.0 -0.3
```
Forces are in eV/Å.

Properties
- energy relative to the best compared isomer or geometry (same formula, charge and spin) (kJ/mol) = 158.6
- orbital gap (hartree) = 0.2859
- total charge = -1
- LUMO level (eV) = 3.0
- largest force on an atom (eV Å⁻¹) = 4.71